1.
Molecular formula: C4H14N2
Method: DFT, the ωB97M-V functional and the def2-TZVPD basis

Summary:
SMILES string = CCN.CCN
total charge = 0
gap between HOMO and LUMO = 9.925 eV
E_HOMO = -8.9 eV

Cartesian coordinates (Å):
C (-2.449, -0.529, -0.292)
C (-1.796, 0.740, -0.899)
N (-1.955, 0.806, -2.312)
H (-3.548, -0.462, -0.368)
H (-2.172, -0.556, 0.776)
H (-2.121, -1.470, -0.764)
H (-2.121, 1.659, -0.375)
H (-0.702, 0.641, -0.758)
H (-1.251, 1.442, -2.702)
H (-1.798, -0.102, -2.762)
C (1.240, 0.443, 1.628)
C (2.320, -0.014, 0.669)
N (2.294, -1.427, 0.513)
H (1.499, 1.437, 2.029)
H (1.215, -0.278, 2.462)
H (0.234, 0.496, 1.178)
H (2.207, 0.415, -0.345)
H (3.314, 0.285, 1.053)
H (3.009, -1.732, -0.157)
H (2.584, -1.795, 1.426)

Results of the natural (NBO) charge analysis, in e, for atoms 1 through 2: C -0.618; C -0.208

---

2.
Molecular formula: C5H12N2
Method: DFT, the ωB97M-V functional and the def2-TZVPD basis

Summary:
SMILES string = CCCC/N=C\N
total charge = 0
gap between HOMO and LUMO = 9.389 eV
E_HOMO = -8.4 eV

Cartesian coordinates (Å):
C (1.755, -1.182, 0.808)
C (1.185, -1.322, -0.610)
C (-0.104, -0.502, -0.767)
C (0.274, 1.005, -0.705)
N (-0.267, 1.797, 0.388)
C (-1.383, 1.548, 0.919)
N (-2.545, 1.112, 0.305)
H (1.020, -1.367, 1.592)
H (2.605, -1.849, 0.916)
H (1.972, -0.118, 0.909)
H (1.838, -1.056, -1.435)
H (0.861, -2.365, -0.693)
H (-0.764, -0.703, 0.075)
H (-0.614, -0.707, -1.708)
H (0.225, 1.540, -1.666)
H (1.355, 1.043, -0.573)
H (-1.617, 1.618, 1.976)
H (-2.530, 0.757, -0.638)
H (-3.265, 0.753, 0.906)

Results of the natural (NBO) charge analysis, in e, for atoms 1 through 2: C -0.616; C -0.389

---

3.
Molecular formula: C3H8FN2
Method: DFT, the ωB97M-V functional and the def2-TZVPD basis

Summary:
total charge = +1
gap between HOMO and LUMO (alpha / beta) = 8.801 / 7.994 eV
E_HOMO (alpha / beta) = -12.4 / -11.9 eV

Cartesian coordinates (Å):
C (-1.217, 1.692, 0.061)
C (0.666, -0.851, 0.558)
C (1.069, 0.611, 0.515)
N (-1.892, 0.665, -0.082)
N (0.240, -1.315, -0.775)
F (1.849, 0.950, -0.519)
H (-0.993, 2.732, -0.085)
H (1.470, -1.495, 0.957)
H (-0.096, -0.715, 1.367)
H (1.496, 1.128, 1.393)
H (-2.871, 0.656, 0.080)
H (0.125, -2.265, -1.063)
H (0.843, -0.979, -1.429)
H (-0.689, -0.814, -0.978)

Results of the natural (NBO) charge analysis, in e, for atoms 1 through 2: C 0.213; C -0.345

---

4.
Molecular formula: C51H38N4O7P2S2W
Method: DFT, the ωB97M-V functional and the def2-TZVPD basis

Summary:
spin multiplicity = 3
total charge = 0
gap between HOMO and LUMO (alpha / beta) = 6.513 / 7.180 eV
E_HOMO (alpha / beta) = -6.8 / -7.7 eV

Cartesian coordinates (Å):
W (1.536, 1.048, 0.107)
O (4.850, -1.255, 1.793)
C (3.965, -0.784, 1.119)
N (2.897, -0.009, 1.518)
C (2.651, 0.081, 2.871)
O (3.350, -0.258, 3.796)
C (1.260, 0.578, 3.142)
C (0.813, 0.718, 4.443)
C (-0.471, 1.178, 4.660)
C (-1.264, 1.477, 3.563)
C (-0.751, 1.302, 2.294)
N (0.493, 0.848, 2.082)
C (3.879, -1.145, -0.338)
C (4.898, -1.888, -0.913)
C (4.772, -2.276, -2.231)
C (3.633, -1.897, -2.931)
C (2.680, -1.132, -2.289)
N (2.789, -0.768, -1.006)
H (1.501, 0.478, 5.240)
H (-0.847, 1.314, 5.665)
H (-2.268, 1.857, 3.676)
H (-1.333, 1.529, 1.413)
H (5.753, -2.131, -0.300)
H (5.547, -2.858, -2.713)
H (3.489, -2.170, -3.967)
H (1.816, -0.760, -2.816)
O (1.264, 3.875, 2.937)
C (0.968, 3.592, 1.798)
O (1.715, 2.791, 1.067)
C (-0.262, 4.154, 1.153)
C (-0.827, 5.265, 1.784)
C (-1.958, 5.879, 1.288)
C (-2.553, 5.368, 0.137)
C (-2.014, 4.265, -0.490)
C (-0.859, 3.636, -0.002)
S (-0.348, 2.230, -0.936)
H (-0.339, 5.628, 2.679)
H (-2.374, 6.745, 1.785)
H (-3.443, 5.832, -0.270)
H (-2.480, 3.862, -1.381)
C (-1.619, -1.316, 0.875)
P (-0.245, -1.007, -0.339)
C (0.468, -2.692, -0.183)
C (-0.012, -3.816, -0.856)
C (0.488, -5.076, -0.562)
C (1.458, -5.237, 0.417)
C (1.915, -4.131, 1.118)
C (1.417, -2.871, 0.821)
C (-1.026, -0.952, -1.992)
C (-0.517, -1.679, -3.070)
C (-1.092, -1.583, -4.329)
C (-2.188, -0.758, -4.532)
C (-2.696, -0.023, -3.474)
C (-2.115, -0.110, -2.219)
P (-3.246, -0.422, 0.835)
C (-4.305, -1.598, -0.099)
C (-3.835, -2.634, -0.900)
C (-4.716, -3.432, -1.619)
C (-6.080, -3.207, -1.545)
C (-6.563, -2.175, -0.751)
C (-5.682, -1.374, -0.044)
C (-3.828, -0.789, 2.538)
C (-3.565, -1.980, 3.213)
C (-4.037, -2.178, 4.501)
C (-4.794, -1.194, 5.126)
C (-5.078, -0.013, 4.458)
C (-4.591, 0.188, 3.172)
H (-1.180, -1.114, 1.853)
H (-1.796, -2.391, 0.841)
H (-0.783, -3.723, -1.607)
H (0.112, -5.937, -1.100)
H (1.849, -6.221, 0.639)
H (2.662, -4.240, 1.893)
H (1.775, -2.014, 1.375)
H (0.324, -2.343, -2.934)
H (-0.683, -2.159, -5.148)
H (-2.640, -0.685, -5.513)
H (-3.546, 0.631, -3.621)
H (-2.505, 0.506, -1.421)
H (-2.775, -2.826, -0.987)
H (-4.329, -4.230, -2.240)
H (-6.767, -3.830, -2.104)
H (-7.627, -1.990, -0.687)
H (-6.070, -0.566, 0.568)
H (-2.990, -2.765, 2.735)
H (-3.820, -3.104, 5.017)
H (-5.164, -1.352, 6.131)
H (-5.671, 0.755, 4.937)
H (-4.799, 1.118, 2.655)
O (5.064, 3.727, 0.471)
S (5.062, 2.512, -0.277)
O (5.882, 1.417, 0.151)
N (3.526, 1.967, -0.551)
C (3.209, 1.956, -1.832)
O (2.095, 1.466, -2.126)
C (4.246, 2.489, -2.739)
C (4.221, 2.644, -4.113)
C (5.352, 3.169, -4.724)
C (6.470, 3.525, -3.975)
C (6.492, 3.367, -2.593)
C (5.361, 2.846, -2.002)
H (3.341, 2.368, -4.680)
H (5.366, 3.308, -5.797)
H (7.337, 3.934, -4.476)
H (7.357, 3.644, -2.006)

Results of the Löwdin charge analysis, in e, for atoms 1 through 2: W 1.463; O 0.119

---

5.
Molecular formula: C48H93Cl2FN3O31
Method: DFT, the ωB97M-V functional and the def2-TZVPD basis

Summary:
total charge = +1
gap between HOMO and LUMO = 8.763 eV
E_HOMO = -11.4 eV

Cartesian coordinates (Å):
C (9.197, -4.925, 0.024)
C (8.086, -4.300, 0.913)
C (7.262, -3.208, 0.163)
C (5.901, -2.994, 0.930)
O (4.940, -2.659, -0.061)
C (3.836, -1.850, 0.373)
C (4.467, -0.418, 0.447)
C (5.705, -0.130, -0.456)
C (5.892, 1.383, -0.829)
N (5.388, 2.375, 0.135)
O (3.569, -2.279, 1.706)
C (2.286, -2.605, 2.147)
F (2.280, -2.147, 3.461)
C (2.206, -4.149, 2.387)
C (3.537, -4.844, 2.730)
C (3.262, -6.238, 3.423)
C (3.328, -7.430, 2.419)
O (1.997, -7.898, 2.145)
C (1.063, -2.013, 1.376)
C (-0.308, -2.634, 1.838)
O (-0.483, -4.030, 1.798)
C (-1.778, -4.437, 1.375)
C (0.738, -0.562, 1.955)
C (1.705, 0.597, 1.826)
O (1.669, 1.456, 1.066)
Cl (2.972, 0.790, 3.108)
N (1.234, -2.007, -0.148)
C (0.376, -0.960, -0.817)
N (0.559, -3.180, -0.579)
C (2.679, -2.062, -0.668)
Cl (2.932, -0.684, -1.900)
C (2.988, -3.212, -1.693)
C (3.216, -4.650, -1.185)
O (2.712, -5.599, -2.172)
C (2.024, -6.632, -1.553)
C (0.652, -6.420, -0.908)
O (2.490, -7.700, -1.550)
H (9.572, -5.809, 0.572)
H (10.066, -4.270, -0.117)
H (8.808, -5.322, -0.926)
H (7.458, -5.131, 1.272)
H (8.603, -3.843, 1.774)
H (7.054, -3.539, -0.866)
H (7.890, -2.308, 0.179)
H (5.755, -3.942, 1.459)
H (6.123, -2.220, 1.681)
H (4.847, -0.337, 1.477)
H (3.791, 0.434, 0.321)
H (6.595, -0.416, 0.124)
H (5.689, -0.685, -1.406)
H (6.984, 1.542, -0.897)
H (5.512, 1.583, -1.843)
H (4.402, 2.514, -0.088)
H (5.381, 2.025, 1.090)
H (1.712, -4.702, 1.574)
H (1.539, -4.295, 3.255)
H (4.249, -4.226, 3.289)
H (4.002, -5.120, 1.765)
H (2.227, -6.211, 3.794)
H (3.986, -6.367, 4.238)
H (3.948, -8.257, 2.790)
H (3.755, -7.145, 1.437)
H (1.523, -7.182, 1.706)
H (-1.160, -2.161, 1.311)
H (-0.495, -2.366, 2.896)
H (-2.057, -4.046, 0.380)
H (-1.794, -5.535, 1.287)
H (-2.525, -4.186, 2.149)
H (0.558, -0.623, 3.039)
H (-0.247, -0.214, 1.603)
H (0.268, -1.105, -1.896)
H (-0.653, -1.030, -0.434)
H (0.683, 0.073, -0.631)
H (0.848, -4.049, -0.161)
H (0.218, -3.194, -1.525)
H (2.242, -3.239, -2.502)
H (3.908, -2.941, -2.224)
H (2.789, -4.934, -0.212)
H (4.297, -4.850, -1.122)
H (-0.012, -5.758, -1.491)
H (0.754, -5.932, 0.084)
H (0.125, -7.363, -0.727)
C (-1.739, 3.555, -0.555)
O (-2.782, 3.358, -1.512)
C (-2.634, 2.282, -2.282)
O (-1.721, 1.491, -2.227)
O (-3.664, 2.228, -3.121)
C (-3.642, 1.118, -4.021)
H (-1.978, 4.457, 0.002)
H (-1.693, 2.715, 0.140)
H (-0.780, 3.695, -1.052)
H (-3.678, 0.177, -3.471)
H (-2.760, 1.157, -4.658)
H (-4.527, 1.186, -4.649)
C (3.541, 7.746, -2.074)
O (3.724, 6.985, -0.876)
C (2.742, 6.124, -0.617)
O (1.756, 5.950, -1.289)
O (3.036, 5.487, 0.521)
C (2.056, 4.532, 0.916)
H (4.400, 8.404, -2.173)
H (3.500, 7.090, -2.943)
H (2.638, 8.353, -2.011)
H (1.954, 3.752, 0.164)
H (1.096, 5.018, 1.096)
H (2.395, 4.077, 1.845)
C (-7.663, -5.244, 3.964)
O (-6.607, -4.688, 3.175)
C (-6.969, -3.635, 2.438)
O (-8.064, -3.144, 2.393)
O (-5.894, -3.218, 1.755)
C (-6.137, -2.087, 0.917)
H (-7.248, -6.086, 4.513)
H (-8.036, -4.510, 4.677)
H (-8.471, -5.603, 3.328)
H (-6.450, -1.229, 1.510)
H (-6.884, -2.322, 0.160)
H (-5.200, -1.846, 0.420)
C (1.139, 8.761, 1.170)
O (0.783, 10.078, 1.584)
C (0.214, 10.817, 0.626)
O (-0.004, 10.460, -0.503)
O (-0.068, 12.015, 1.140)
C (-0.684, 12.918, 0.221)
H (1.589, 8.259, 2.024)
H (0.254, 8.201, 0.864)
H (1.869, 8.796, 0.362)
H (-1.639, 12.524, -0.124)
H (-0.026, 13.117, -0.624)
H (-0.862, 13.849, 0.753)
C (3.548, 4.070, 9.224)
O (3.205, 2.780, 8.712)
C (3.854, 2.441, 7.598)
O (4.669, 3.111, 7.020)
O (3.441, 1.220, 7.232)
C (4.060, 0.730, 6.046)
H (2.958, 4.228, 10.123)
H (4.604, 4.111, 9.486)
H (3.302, 4.848, 8.502)
H (5.138, 0.639, 6.183)
H (3.835, 1.379, 5.201)
H (3.652, -0.258, 5.846)
C (-5.278, 5.417, -5.691)
O (-6.321, 5.233, -6.649)
C (-6.175, 4.153, -7.420)
O (-5.269, 3.360, -7.367)
O (-7.210, 4.106, -8.261)
C (-7.191, 2.994, -9.158)
H (-5.504, 6.319, -5.128)
H (-5.237, 4.576, -4.999)
H (-4.318, 5.550, -6.189)
H (-7.229, 2.055, -8.607)
H (-6.308, 3.029, -9.795)
H (-8.077, 3.069, -9.783)
C (-9.370, 10.425, -2.319)
O (-9.731, 9.136, -2.816)
C (-9.086, 8.778, -3.930)
O (-8.261, 9.435, -4.512)
O (-9.514, 7.563, -4.284)
C (-8.904, 7.049, -5.470)
H (-9.957, 10.600, -1.420)
H (-8.313, 10.455, -2.059)
H (-9.607, 11.199, -3.048)
H (-7.830, 6.946, -5.336)
H (-9.124, 7.689, -6.324)
H (-9.327, 6.065, -5.656)
C (-2.416, -10.955, -2.209)
O (-3.185, -10.934, -1.006)
C (-3.590, -9.722, -0.630)
O (-3.364, -8.687, -1.209)
O (-4.292, -9.851, 0.498)
C (-4.797, -8.624, 1.023)
H (-2.150, -11.991, -2.404)
H (-3.002, -10.580, -3.047)
H (-1.501, -10.375, -2.092)
H (-5.480, -8.154, 0.316)
H (-3.980, -7.947, 1.273)
H (-5.344, -8.862, 1.932)

Results of the Löwdin charge analysis, in e, for atoms 1 through 2: C -0.114; C -0.257

---

6.
Molecular formula: C3H6N2O2S
Method: DFT, the ωB97M-V functional and the def2-TZVPD basis

Summary:
SMILES string = C[N+](=O)C(=S)[N+](C)=O
total charge = +2
gap between HOMO and LUMO = 7.027 eV
E_HOMO = -20.5 eV

Cartesian coordinates (Å):
C (-0.946, 1.517, -0.921)
N (0.282, 1.529, -0.171)
O (0.820, 2.505, 0.215)
C (0.873, 0.247, 0.085)
S (2.401, 0.216, 0.738)
N (0.156, -0.903, -0.110)
C (0.179, -1.932, 0.946)
O (-0.387, -1.139, -1.152)
H (-1.045, 0.746, -1.712)
H (-1.301, 2.477, -1.357)
H (-1.542, 1.368, -0.052)
H (-0.806, -2.498, 1.159)
H (0.490, -1.391, 1.783)
H (0.826, -2.744, 0.550)

Results of the natural (NBO) charge analysis, in e, for atoms 1 through 2: C -0.523; N 0.300